Computed, not measured: C5H11NO in the gas phase, with the ωB97M-V functional and the def2-TZVPD basis.

Each line ends with the natural charge from an NBO analysis.
CARTESIAN COORDINATES (ANGSTROEM)
O1 1.9135 1.8615 -1.8463  -0.525
C1 1.8687 1.2502 -0.8184  0.442
C2 0.7363 0.8731 0.1201  -0.157
C3 0.7193 -0.7035 0.2566  -0.385
C4 -0.6243 -1.3114 -0.1481  -0.407
C5 -1.7730 -1.0709 0.7898  -0.629
N1 -0.4850 1.5672 -0.2639  -0.843
H1 2.8626 0.9300 -0.3749  0.078
H2 1.0989 1.1942 1.1124  0.205
H3 0.8976 -0.9029 1.3172  0.208
H4 1.5757 -1.0570 -0.3179  0.214
H5 -0.8484 -1.0172 -1.1788  0.198
H6 -0.4785 -2.4046 -0.1499  0.210
H7 -1.6983 -1.5823 1.7486  0.209
H8 -1.7732 0.0106 1.0366  0.223
H9 -2.7292 -1.1857 0.2983  0.216
H10 -0.1634 2.4412 -0.6525  0.373
H11 -1.0992 1.1074 -0.9289  0.370

Atomic forces in eV per Å
O -1.06 0.16 -0.20
C 2.08 -0.52 1.20
C -0.06 -0.17 -0.74
C -0.68 1.31 0.35
C 0.95 -1.50 -0.40
C -0.05 2.34 0.46
N 0.07 0.01 0.70
H -0.41 -0.13 -0.21
H -0.28 0.45 -0.34
H 0.08 -0.28 -0.20
H -0.23 -0.49 -0.01
H -0.15 -0.09 0.12
H 0.09 0.22 -0.45
H -0.08 -0.35 -0.23
H -0.05 -0.45 0.12
H -0.27 -0.65 0.05
H -0.46 0.20 -0.31
H 0.51 -0.06 0.07

Summary:
- E_LUMO: 0.9 eV
- SMILES string: CCC[C@H](N)C=O
- Energy relative to the best compared isomer or geometry (same formula, charge and spin): 1.6038 eV
- DFT total energy: -8900.0935 eV
- Spin multiplicity: 1